# 1
Molecular formula: C24H23BCl56FN4O4P2S
Method: DFT, the ωB97M-V functional and the def2-TZVPD basis

```
! RIJCOSX wB97M-V def2-TZVPD def2/J DEFGRID3
* xyz 1 1
C 4.732 -5.627 -3.210
C 4.024 -4.204 -2.809
B 2.370 -4.306 -3.010
O 1.897 -5.669 -3.444
N 1.408 -3.178 -2.905
S 1.383 -2.141 -4.362
C 0.549 -2.761 -1.965
N -0.344 -1.542 -2.247
C -1.064 -1.531 -0.882
C -2.143 -0.318 -0.757
C -1.395 1.177 -0.684
C -0.693 1.485 0.764
F -1.410 0.936 1.940
N -0.612 -2.652 0.019
P -1.254 -2.961 1.657
O -1.919 -4.424 1.801
O -2.478 -1.845 2.194
O -0.006 -2.922 2.922
N 0.392 -3.391 -0.654
P 1.036 -4.686 0.332
C 2.955 -4.381 0.532
C 0.867 -6.434 -0.523
C 0.642 -7.526 0.684
H 4.481 -5.838 -4.357
H 4.246 -6.506 -2.610
H 5.910 -5.623 -3.123
H 4.379 -3.422 -3.638
H 4.350 -3.749 -1.785
H 0.883 -5.610 -3.533
H 2.550 -1.324 -4.311
H -2.735 -0.288 -1.795
H -2.964 -0.435 0.067
H -0.596 1.329 -1.527
H -2.229 2.012 -0.863
H 0.468 1.211 0.797
H -0.717 2.672 0.895
H -3.308 -2.369 2.410
H -0.486 -3.055 3.813
H 3.151 -3.358 -0.007
H 3.597 -5.276 0.142
H 3.086 -4.165 1.694
H 1.914 -6.640 -1.000
H -0.012 -6.419 -1.326
H 1.639 -7.504 1.338
H 0.556 -8.640 0.288
H -0.263 -7.250 1.409
C -4.774 2.209 3.398
Cl -5.615 2.393 4.958
Cl -5.861 2.701 2.076
Cl -3.318 3.235 3.384
Cl -4.303 0.505 3.176
C 5.307 -0.640 -0.964
Cl 3.574 -0.917 -1.271
Cl 6.269 -1.411 -2.250
Cl 5.634 1.111 -0.946
Cl 5.750 -1.343 0.612
C -9.415 1.829 0.245
Cl -8.167 3.091 0.080
Cl -10.790 2.471 1.177
Cl -9.974 1.333 -1.373
Cl -8.727 0.421 1.093
C -7.408 -3.258 0.237
Cl -7.226 -4.914 -0.396
Cl -5.816 -2.637 0.741
Cl -8.079 -2.207 -1.035
Cl -8.509 -3.274 1.637
C 3.018 -7.976 4.713
Cl 3.199 -9.632 4.080
Cl 4.610 -7.355 5.217
Cl 2.346 -6.925 3.441
Cl 1.916 -7.992 6.113
C -4.221 -7.194 1.848
Cl -2.580 -7.858 2.052
Cl -4.464 -5.850 2.992
Cl -4.417 -6.597 0.181
Cl -5.422 -8.470 2.168
C -9.584 7.124 0.985
Cl -9.837 7.969 2.533
Cl -10.030 5.408 1.165
Cl -10.599 7.872 -0.273
Cl -7.870 7.246 0.515
C 2.404 -1.079 -8.390
Cl 3.881 -0.130 -8.696
Cl 2.830 -2.801 -8.219
Cl 1.631 -0.507 -6.890
Cl 1.276 -0.878 -9.754
C 2.171 3.028 -2.871
Cl 1.902 1.292 -3.168
Cl 3.693 3.248 -1.971
Cl 2.271 3.889 -4.427
Cl 0.816 3.683 -1.916
C 2.576 7.367 -0.192
Cl 2.757 5.711 -0.824
Cl 4.168 7.988 0.312
Cl 1.904 8.419 -1.464
Cl 1.474 7.351 1.208
C 9.863 1.645 -1.446
Cl 11.503 0.981 -1.242
Cl 9.620 2.989 -0.302
Cl 9.667 2.241 -3.113
Cl 8.661 0.368 -1.126
C 7.849 8.475 -1.320
Cl 9.325 9.424 -1.626
Cl 8.274 6.753 -1.149
Cl 7.075 9.047 0.180
Cl 6.720 8.676 -2.684
C -12.187 9.059 5.641
Cl -12.440 9.904 7.189
Cl -12.633 7.344 5.821
Cl -13.202 9.808 4.383
Cl -10.472 9.181 5.171
C 7.034 9.240 4.440
Cl 8.136 10.298 3.522
Cl 7.783 8.811 5.998
Cl 5.499 10.096 4.735
Cl 6.717 7.758 3.505
*
```

The calculation puts the strongest force on any atom at 9.243 eV/Å. Its total energy is -773457.4938 eV. For the gap between HOMO and LUMO, the calculation gives 8.04 eV. Its energy above the lowest of the compared OMol25 structures with the same formula, charge and spin is 1101.40 kJ/mol.

# 2
Molecular formula: C33H40ClCuN7O3PS
Method: DFT, the ωB97M-V functional and the def2-TZVPD basis

```
! RIJCOSX wB97M-V def2-TZVPD def2/J DEFGRID3
* xyz 1 2
Cu 1.260 -1.560 -0.539
C 6.178 -3.276 0.538
C 4.867 -3.925 0.384
N 4.554 -5.083 0.823
N 3.278 -5.276 0.410
C 2.738 -4.191 -0.162
S 1.156 -3.914 -0.654
N 3.788 -3.347 -0.250
N 3.633 -2.070 -0.745
H 6.871 -3.995 0.962
H 6.074 -2.431 1.201
H 6.542 -2.918 -0.393
H 2.778 -6.084 0.760
H 3.833 -2.006 -1.748
H 4.227 -1.406 -0.225
O 3.379 1.417 0.453
C 2.311 0.854 0.410
O 1.760 0.301 -0.618
C 1.416 0.727 1.642
P 1.093 -1.090 1.769
C -0.499 -1.338 2.562
C -0.930 -0.741 3.745
C -2.171 -1.066 4.270
C -3.013 -1.955 3.601
C -2.552 -2.566 2.470
C -1.295 -2.287 1.916
C 2.447 -1.734 2.804
C 2.365 -3.036 3.342
C 3.425 -3.513 4.073
C 4.596 -2.794 4.204
C 4.688 -1.521 3.653
C 3.619 -0.993 2.964
H 0.428 1.253 1.438
H 1.840 1.110 2.549
H -0.290 -0.007 4.194
H -2.470 -0.608 5.199
H -4.050 -2.165 3.994
H -3.194 -3.317 1.997
H -0.947 -2.897 1.088
H 1.457 -3.638 3.242
H 3.348 -4.495 4.518
H 5.460 -3.108 4.784
H 5.607 -0.934 3.806
H 3.640 0.004 2.586
C -4.338 3.581 -0.045
C -3.523 2.323 -0.473
C -3.794 1.265 0.578
C -2.062 2.721 -0.453
C -3.941 1.847 -1.898
O -5.358 1.781 -1.860
C -3.554 2.807 -3.075
C -2.328 2.559 -3.951
C -1.065 3.142 -3.467
C -0.969 4.530 -3.319
C 0.250 5.084 -2.928
C 1.299 4.197 -2.602
Cl 2.794 4.837 -1.907
C 1.206 2.852 -2.801
C 0.004 2.304 -3.261
C -3.649 0.371 -2.274
N -2.256 -0.196 -2.313
C -1.383 -0.464 -1.363
N -0.391 -1.204 -1.832
C -0.767 -1.466 -3.108
N -1.879 -0.856 -3.450
H -3.959 3.857 0.926
H -5.414 3.378 0.023
H -4.145 4.447 -0.672
H -3.559 1.670 1.599
H -3.047 0.475 0.496
H -4.797 0.798 0.552
H -1.763 2.887 0.604
H -1.835 3.699 -0.971
H -1.379 2.022 -0.881
H -5.724 2.678 -1.854
H -3.552 3.874 -2.716
H -4.414 2.709 -3.734
H -2.494 3.110 -4.899
H -2.219 1.497 -4.178
H -1.808 5.121 -3.557
H 0.450 6.122 -2.743
H 2.027 2.190 -2.560
H -0.018 1.247 -3.498
H -3.949 0.175 -3.319
H -4.243 -0.255 -1.604
H -1.474 -0.059 -0.368
H -0.220 -2.037 -3.860
*
```

The calculation puts the strongest force on any atom at 2.095 eV/Å. The expectation value of S² is 0.75. Its total energy is -128724.6408 eV. For the gap between HOMO and LUMO (alpha / beta), the calculation gives 8.41 / 6.30 eV. Its energy above the lowest of the compared OMol25 structures with the same formula, charge and spin is 0.00 kJ/mol.

# 3
Molecular formula: C5H7BrO
Method: DFT, the ωB97M-V functional and the def2-TZVPD basis

```
! RIJCOSX wB97M-V def2-TZVPD def2/J DEFGRID3
* xyz 0 1
C 0.521 0.464 -0.329
C 1.664 0.099 -0.343
C -0.834 0.989 -0.277
C -2.300 -0.527 0.809
C 3.017 -0.403 -0.317
O -1.541 0.589 0.900
Br -3.990 -0.217 -0.233
H -1.818 -1.369 0.296
H -0.796 2.084 -0.232
H -1.393 0.690 -1.172
H -2.626 -0.802 1.812
H 3.076 -1.352 -0.850
H 3.327 -0.557 0.719
H 3.691 0.313 -0.782
*
```

The calculation puts the strongest force on any atom at 0.659 eV/Å. The SMILES is CC#CCOCBr. Its total energy is -77386.2931 eV. For the gap between HOMO and LUMO, the calculation gives 10.61 eV. Its energy above the lowest of the compared OMol25 structures with the same formula, charge and spin is 117.98 kJ/mol.

# 4
Molecular formula: C30H90N7O11
Method: DFT, the ωB97M-V functional and the def2-TZVPD basis

```
! RIJCOSX wB97M-V def2-TZVPD def2/J DEFGRID3
* xyz 1 1
O 0.955 -2.322 -3.730
H 0.196 -2.171 -3.080
H 1.790 -2.622 -3.239
H 0.750 -2.940 -4.442
O -2.434 -4.187 -3.843
H -3.361 -4.007 -4.119
H -2.175 -3.470 -3.156
H -1.830 -4.201 -4.599
C -0.898 -0.562 -0.581
C -1.674 -1.178 -1.743
O -1.288 -2.467 -2.123
H -1.288 0.375 -0.174
H 0.189 -0.458 -0.644
H -0.941 -1.090 0.385
H -1.508 -0.514 -2.605
H -2.737 -1.057 -1.502
C 0.608 2.941 -0.031
C 1.097 3.894 1.065
C 1.703 5.214 0.611
O 1.896 6.134 1.698
C 2.934 5.749 2.584
N -0.035 4.193 1.977
H 1.373 2.563 -0.704
H -0.231 3.425 -0.535
H 0.144 2.133 0.539
H 1.873 3.413 1.670
H 0.927 5.763 0.070
H 2.613 5.052 0.027
H 2.990 6.545 3.331
H 3.936 5.874 2.155
H 2.893 4.784 3.089
H -0.795 4.611 1.435
H 0.230 5.063 2.438
C -4.887 0.175 4.699
C -4.111 -1.102 4.371
C -2.792 -1.161 5.125
O -1.873 -0.130 4.790
C -1.624 0.077 3.423
N -4.994 -2.257 4.669
H -5.578 0.294 3.861
H -4.212 1.035 4.703
H -5.449 0.167 5.632
H -3.883 -1.070 3.304
H -2.276 -2.109 4.927
H -2.927 -1.136 6.208
H -1.441 -0.892 2.942
H -0.734 0.696 3.314
H -2.439 0.615 2.931
H -4.975 -2.361 5.682
H -5.929 -1.902 4.497
C 4.429 2.374 4.684
C 4.151 1.313 3.608
C 3.485 1.963 2.367
O 2.712 1.093 1.530
C 1.621 0.551 2.216
N 5.453 0.714 3.252
H 5.275 2.947 4.298
H 4.643 1.846 5.611
H 3.658 3.108 4.922
H 3.508 0.542 4.028
H 4.146 2.618 1.803
H 2.824 2.685 2.870
H 1.170 -0.083 1.439
H 0.869 1.291 2.506
H 1.790 -0.183 3.010
H 5.280 0.041 2.516
H 6.142 1.377 2.925
C -4.492 1.065 -4.631
C -4.419 -0.449 -4.491
C -5.109 -0.859 -3.150
O -4.702 -2.204 -2.836
C -5.098 -2.611 -1.541
N -5.154 -0.963 -5.654
H -4.405 1.309 -5.695
H -3.765 1.667 -4.090
H -5.506 1.477 -4.588
H -3.403 -0.829 -4.368
H -6.202 -0.850 -3.088
H -4.760 -0.233 -2.323
H -6.135 -2.350 -1.317
H -4.374 -2.272 -0.797
H -5.111 -3.703 -1.544
H -4.634 -1.649 -6.184
H -5.988 -1.405 -5.286
C 1.506 -5.925 0.616
C 0.615 -4.692 0.671
C 1.012 -3.653 1.734
O 1.591 -4.231 2.873
C 2.156 -3.312 3.764
N 0.742 -4.051 -0.633
H 1.376 -6.594 1.471
H 2.551 -5.628 0.713
H 1.235 -6.555 -0.232
H -0.419 -5.013 0.837
H 0.138 -3.066 2.051
H 1.618 -2.881 1.239
H 2.972 -2.727 3.319
H 2.441 -3.819 4.680
H 1.474 -2.487 4.018
H 0.686 -4.768 -1.344
H 0.050 -3.323 -0.793
C 2.699 -0.138 -1.759
C 3.753 -1.227 -1.567
C 4.328 -1.281 -0.137
O 5.308 -2.284 -0.077
C 5.845 -2.529 1.203
N 3.126 -2.504 -2.028
H 2.200 -0.161 -2.726
H 3.242 0.805 -1.670
H 1.911 -0.203 -1.007
H 4.615 -1.107 -2.227
H 3.476 -1.479 0.533
H 4.762 -0.365 0.277
H 6.619 -3.278 1.048
H 5.044 -2.960 1.814
H 6.247 -1.628 1.671
H 3.948 -3.085 -2.176
H 2.615 -2.847 -1.211
C 0.800 5.413 -3.454
C -0.689 5.185 -3.626
C -1.079 3.701 -3.544
O -0.573 3.072 -4.722
C -0.670 1.660 -4.594
N -1.365 5.866 -2.521
H 1.117 5.088 -2.459
H 1.144 6.447 -3.509
H 1.345 4.851 -4.213
H -0.910 5.587 -4.621
H -2.156 3.538 -3.444
H -0.553 3.228 -2.710
H -0.127 1.207 -5.424
H -1.724 1.409 -4.743
H -0.301 1.215 -3.667
H -1.192 6.864 -2.547
H -2.373 5.774 -2.601
O -2.829 -4.874 -0.398
H -2.931 -3.918 -0.455
H -2.098 -5.073 -0.991
*
```

The calculation puts the strongest force on any atom at 2.644 eV/Å. Its total energy is -65509.1125 eV. For the gap between HOMO and LUMO, the calculation gives 6.64 eV. Its energy above the lowest of the compared OMol25 structures with the same formula, charge and spin is 161.29 kJ/mol.

# 5
Molecular formula: C41H46AsN6O5OsSSi2
Method: DFT, the ωB97M-V functional and the def2-TZVPD basis

```
! RIJCOSX wB97M-V def2-TZVPD def2/J DEFGRID3
* xyz 1 5
Os -0.244 -0.657 0.605
O -1.404 -4.087 1.810
S -2.141 -2.986 1.245
O -2.380 -1.755 2.022
N -1.340 -2.353 -0.055
C -0.725 -3.356 -0.827
C -1.405 -3.986 -1.829
C -0.917 -5.095 -2.511
C 0.385 -5.522 -2.223
C 1.212 -4.816 -1.303
C 2.581 -5.088 -1.060
C 3.276 -4.371 -0.100
C 2.468 -3.390 0.627
N 1.218 -3.091 0.348
C 0.582 -3.778 -0.612
C -3.620 -3.458 0.446
C -4.538 -2.427 0.100
C -5.599 -2.746 -0.722
C -5.780 -4.048 -1.171
C -4.913 -5.058 -0.765
C -3.857 -4.757 0.026
H -2.443 -3.728 -1.984
H -1.490 -5.546 -3.288
H 0.800 -6.430 -2.786
H 3.233 -5.735 -1.752
H 4.345 -4.494 0.040
H 2.944 -2.721 1.378
H -4.472 -1.468 0.593
H -6.310 -2.016 -1.013
H -6.615 -4.362 -1.829
H -5.137 -6.097 -1.081
H -3.232 -5.557 0.391
O 0.427 -1.821 3.560
C 0.297 -1.419 2.501
C 2.824 -1.739 -2.651
Si 2.335 0.085 -2.547
C 3.543 0.715 -1.210
C 2.311 1.002 -4.126
As 0.200 -0.051 -1.767
Si -1.324 -0.129 -3.677
C -0.495 -1.256 -4.957
C -1.371 1.710 -4.292
C -2.984 -0.850 -3.081
H 3.829 -1.887 -3.058
H 2.064 -2.122 -3.386
H 2.744 -2.232 -1.724
H 3.385 0.186 -0.265
H 3.480 1.772 -1.002
H 4.574 0.521 -1.519
H 2.334 2.008 -3.771
H 1.349 0.888 -4.621
H 3.032 0.742 -4.912
H 0.406 -0.730 -5.374
H -1.105 -1.478 -5.851
H -0.234 -2.259 -4.563
H -0.358 2.042 -4.446
H -2.040 2.186 -3.619
H -1.906 1.752 -5.268
H -2.811 -1.630 -2.328
H -3.417 -1.428 -3.944
H -3.757 -0.246 -2.648
O 0.273 2.449 -0.764
C 0.811 2.232 0.329
N 1.625 3.127 1.021
C 1.946 2.777 2.374
C 1.491 1.279 2.274
O 1.778 0.405 3.066
N 0.784 1.058 1.087
C 1.091 3.534 3.392
C -0.303 3.398 3.478
C -1.065 4.122 4.422
C -0.466 4.978 5.293
C 0.909 5.074 5.342
C 1.675 4.382 4.368
C 3.404 2.907 2.639
C 4.187 3.706 1.750
C 5.527 3.833 2.027
C 6.124 3.377 3.176
C 5.315 2.671 4.104
C 4.014 2.361 3.778
H 1.428 4.091 0.793
H -0.818 2.672 2.813
H -2.104 4.073 4.421
H -1.110 5.471 6.035
H 1.509 5.658 6.073
H 2.748 4.499 4.442
H 3.638 4.077 0.841
H 6.274 4.229 1.270
H 7.187 3.526 3.352
H 5.600 2.341 5.087
H 3.487 1.669 4.452
C -3.690 4.055 0.147
N -3.242 2.752 0.561
C -3.632 2.202 1.766
C -2.943 0.977 1.833
N -2.217 0.833 0.701
C -2.452 1.852 -0.089
H -4.470 3.904 -0.566
H -2.801 4.543 -0.344
H -4.035 4.608 1.027
H -4.329 2.623 2.454
H -2.916 0.259 2.662
H -2.045 2.062 -1.065
*
```

The calculation puts the strongest force on any atom at 3.135 eV/Å. The expectation value of S² is 6.02. Its total energy is -152332.8816 eV. For the gap between HOMO and LUMO (alpha / beta), the calculation gives 7.83 / 6.62 eV. Its energy above the lowest of the compared OMol25 structures with the same formula, charge and spin is 40.52 kJ/mol.

# 6
Molecular formula: C7H10ClNO4S
Method: DFT, the ωB97M-V functional and the def2-TZVPD basis

```
! RIJCOSX wB97M-V def2-TZVPD def2/J DEFGRID3
* xyz 0 1
C 1.150 -0.174 -0.585
C 1.534 -1.404 0.115
C -1.830 -1.518 -0.082
C 0.669 0.829 0.162
C 2.690 -2.168 -0.652
C 0.230 2.108 -0.570
C 0.556 0.884 1.609
N -1.997 -0.352 0.089
O -1.519 -2.597 -0.210
O -3.229 0.777 -1.668
O -2.978 1.940 0.509
O 1.087 -1.646 1.211
S -3.189 0.749 -0.251
Cl -4.877 -0.165 0.462
H 1.190 -0.174 -1.621
H 2.292 -3.163 -0.379
H 3.638 -1.917 -0.208
H 2.728 -2.116 -1.703
H 0.850 2.848 -0.070
H -0.934 2.098 -0.413
H 0.419 2.167 -1.633
H -0.415 0.624 2.065
H 0.561 2.011 1.825
H 1.378 0.359 1.998
*
```

The calculation puts the strongest force on any atom at 4.130 eV/Å. The SMILES is O=C=NS(=O)(=O)Cl.CC(=O)C=C(C)C. Its total energy is -40456.3487 eV. For the gap between HOMO and LUMO, the calculation gives 8.72 eV. Its energy above the lowest of the compared OMol25 structures with the same formula, charge and spin is 0.00 kJ/mol.